1.
An isolated molecule of C30H29F3N2O2S in a non-equilibrium geometry. Source: the Open Molecules 2025 dataset; level of theory: wB97M-V/def2-TZVPD.

structure (SMILES) = Cn1cc([C@@H](c2cc3c4c(c2)CCCN4CCC3)[C@H](c2ccccc2)S(=O)(=O)C(F)(F)F)c2ccccc21
orbital gap = 0.2898 Ha
largest force on an atom = 0.0694 hartree/bohr

Last column: Löwdin charge in e.
Atoms and positions in Å:
1 F 4.66 -0.22 4.21  0.1267
2 C 3.57 -0.54 3.47  -0.5857
3 F 3.92 -0.59 2.15  0.1114
4 F 3.11 -1.77 3.81  0.1176
5 S 2.20 0.74 3.78  0.8135
6 C 1.00 0.11 2.43  -0.2045
7 C -0.24 -0.10 3.36  -0.2607
8 C -0.89 -1.35 3.58  -0.0555
9 C -2.20 -1.42 4.11  -0.0783
10 C -2.86 -0.24 4.44  -0.0923
11 C -2.23 1.02 4.33  -0.0519
12 C -0.96 1.08 3.71  -0.0318
13 O 1.85 0.52 5.16  -0.2525
14 O 2.65 2.06 3.34  -0.3105
15 H 1.43 -0.82 2.11  0.1043
16 H -0.33 -2.25 3.27  0.1272
17 H -2.67 -2.43 4.19  0.1152
18 H -3.85 -0.31 4.82  0.0914
19 H -2.74 1.95 4.61  0.1103
20 H -0.48 2.07 3.51  0.1279
21 C 5.73 1.85 -0.23  -0.0024
22 N 4.44 1.19 -0.44  -0.0910
23 C 3.43 1.22 0.48  -0.0507
24 C 2.28 0.53 0.11  -0.0975
25 C 0.98 0.65 0.88  -0.1354
26 C -0.22 0.25 -0.04  -0.1586
27 C -0.37 0.82 -1.29  -0.0086
28 C -1.50 0.59 -2.07  -0.1697
29 C -2.54 -0.21 -1.57  -0.1126
30 N -3.65 -0.48 -2.31  -0.0996
31 C -3.87 0.13 -3.58  -0.1809
32 C -2.54 0.40 -4.33  -0.1538
33 C -1.56 1.16 -3.41  -0.1660
34 C -4.86 -1.07 -1.75  -0.1545
35 C -4.54 -2.04 -0.60  -0.1778
36 C -3.65 -1.39 0.42  -0.1574
37 C -2.50 -0.66 -0.23  -0.1201
38 C -1.31 -0.44 0.48  0.0175
39 C 2.64 -0.01 -1.24  -0.0869
40 C 2.10 -0.80 -2.26  -0.0486
41 C 2.72 -1.01 -3.52  -0.0958
42 C 3.99 -0.47 -3.75  -0.1069
43 C 4.70 0.26 -2.75  -0.0228
44 C 4.02 0.42 -1.54  -0.1482
45 H 6.38 1.59 -1.05  0.0739
46 H 5.60 2.94 -0.18  0.0958
47 H 6.14 1.51 0.72  0.0931
48 H 3.55 1.72 1.41  0.0974
49 H 0.85 1.64 1.43  0.1438
50 H 0.44 1.41 -1.77  0.1389
51 H -4.49 -0.52 -4.21  0.1164
52 H -4.40 1.11 -3.47  0.1306
53 H -2.07 -0.57 -4.62  0.1247
54 H -2.73 1.00 -5.26  0.1181
55 H -1.85 2.22 -3.35  0.1293
56 H -0.55 1.14 -3.87  0.1230
57 H -5.54 -0.26 -1.38  0.1328
58 H -5.40 -1.59 -2.57  0.1226
59 H -5.48 -2.36 -0.15  0.1122
60 H -4.06 -2.92 -1.03  0.1201
61 H -4.23 -0.65 1.00  0.1302
62 H -3.27 -2.13 1.14  0.1171
63 H -1.22 -0.91 1.46  0.0878
64 H 1.11 -1.23 -2.08  0.1023
65 H 2.19 -1.55 -4.32  0.0994
66 H 4.47 -0.65 -4.73  0.0966
67 H 5.69 0.68 -2.94  0.1004

=====

2.
A structure of composition C30H30AlN4O3SSb. Source: the Open Molecules 2025 dataset; level of theory: wB97M-V/def2-TZVPD.

orbital gap = 0.3288 Ha
charge = +2
largest force on an atom = 0.0124 hartree/bohr

Last column: Löwdin charge in e.
Atoms and positions in Å:
1 Al 0.21 -0.39 0.48  0.1812
2 C 2.74 1.50 -0.46  -0.0102
3 C 3.17 0.13 -0.06  -0.2930
4 C 4.50 -0.24 -0.22  0.0113
5 C 4.94 -1.48 0.20  -0.0070
6 C 4.02 -2.31 0.83  -0.0967
7 C 2.71 -1.90 0.97  -0.3929
8 N 2.27 -0.71 0.50  0.0439
9 Sb 1.49 -3.15 2.22  1.6209
10 C 0.70 -1.44 3.24  -0.3959
11 C 0.53 -1.56 4.60  -0.0940
12 C 0.24 -0.43 5.36  -0.0065
13 C 0.22 0.78 4.72  0.0128
14 C 0.40 0.86 3.34  -0.2508
15 C 0.48 2.23 2.74  0.0106
16 N 0.57 -0.26 2.59  0.0602
17 C -0.18 -3.29 0.91  -0.3992
18 C -0.73 -4.54 0.74  -0.0958
19 C -1.86 -4.69 -0.04  -0.0052
20 C -2.40 -3.57 -0.63  0.0120
21 C -1.81 -2.32 -0.43  -0.2412
22 C -2.49 -1.15 -1.09  -0.0075
23 N -0.70 -2.18 0.33  0.0660
24 H 3.46 1.93 -1.15  0.1061
25 H 1.76 1.54 -0.92  0.0302
26 H 2.72 2.15 0.42  0.1032
27 H 5.19 0.46 -0.68  0.1313
28 H 5.97 -1.78 0.07  0.1299
29 H 4.33 -3.27 1.21  0.0987
30 H 0.65 -2.52 5.08  0.1011
31 H 0.08 -0.50 6.43  0.1298
32 H 0.08 1.70 5.27  0.1332
33 H 0.99 2.88 3.44  0.1066
34 H 1.03 2.24 1.80  0.0625
35 H -0.51 2.65 2.57  0.0991
36 H -0.27 -5.40 1.22  0.1006
37 H -2.32 -5.67 -0.19  0.1307
38 H -3.28 -3.63 -1.24  0.1322
39 H -2.94 -1.49 -2.02  0.1001
40 H -3.29 -0.79 -0.44  0.1097
41 H -1.82 -0.33 -1.32  0.0588
42 O 0.46 -0.65 -1.45  -0.4753
43 S 1.45 -0.79 -2.61  1.0942
44 C 1.18 0.68 -3.66  -0.2644
45 C 0.49 0.22 -4.94  -0.2006
46 C -0.35 -1.00 -4.57  -0.2109
47 C 0.59 -1.89 -3.76  -0.2836
48 H 2.14 1.17 -3.81  0.1039
49 H 0.55 1.32 -3.05  0.0824
50 H 1.22 -0.05 -5.70  0.1242
51 H -0.11 1.03 -5.34  0.1295
52 H -0.73 -1.53 -5.44  0.1294
53 H -1.21 -0.71 -3.95  0.1102
54 H 1.36 -2.33 -4.39  0.1095
55 H 0.13 -2.67 -3.16  0.0997
56 O 0.19 2.96 -1.39  0.1114
57 C -0.61 2.56 -0.58  -0.3630
58 N -0.56 1.33 0.08  0.1262
59 C -1.69 1.19 0.84  -0.4259
60 O -1.82 0.11 1.42  0.0877
61 C -2.52 2.39 0.76  -0.0949
62 C -3.73 2.73 1.34  0.0267
63 C -4.24 3.99 1.03  -0.0324
64 C -3.57 4.85 0.16  -0.0257
65 C -2.36 4.49 -0.43  0.0303
66 C -1.85 3.25 -0.11  -0.0762
67 H -4.25 2.07 2.02  0.1296
68 H -5.17 4.31 1.47  0.1192
69 H -4.00 5.82 -0.06  0.1205
70 H -1.84 5.15 -1.11  0.1316